No. 1
C3H11NO3S | wB97M-V/def2-TZVPD

```
19
C3H11NO3S (wB97M-V/def2-TZVPD)
C -1.710 -0.891 0.223
C -0.943 -1.978 0.951
S -1.754 -3.632 0.757
N -1.574 0.512 0.679
C -0.385 1.257 0.291
O 0.665 1.113 1.198
H -1.530 -0.961 -0.854
H -2.764 -1.096 0.354
H -0.906 -1.743 2.021
H 0.121 -2.059 0.718
H -1.507 0.485 1.692
H -0.671 2.322 0.264
H -0.092 0.992 -0.732
H 2.090 0.919 -2.062
H 1.705 -0.336 -2.859
O 2.041 0.568 -2.984
H 1.568 1.189 0.671
H 2.967 2.080 0.044
O 2.678 1.258 -0.372
```

Spin multiplicity ... 1
LUMO ... 5.99 eV
Net charge ... -2
Frontier orbital gap ... 5.87 eV
HOMO ... 0.12 eV

=====

No. 2
C4H2O2 | wB97M-V/def2-TZVPD

```
8
C4H2O2 (wB97M-V/def2-TZVPD)
O 1.263 1.102 0.735
C 0.301 0.735 0.077
C 0.601 -0.777 -0.794
O 1.373 -1.278 -1.528
C -0.475 -1.081 0.098
C -1.062 -0.118 0.718
H -0.188 1.246 -0.759
H -1.813 0.170 1.452
```

Spin multiplicity ... 1
LUMO (alpha / beta) ... -0.74 / -0.74 eV
Frontier orbital gap (alpha / beta) ... 8.44 / 8.44 eV
HOMO (alpha / beta) ... -9.18 / -9.18 eV

=====

No. 3
C3H5FeO4 | wB97M-V/def2-TZVPD

```
13
C3H5FeO4 (wB97M-V/def2-TZVPD)
O -1.851 -2.093 -1.444
C -2.622 -1.244 -0.890
O -3.720 -1.354 -0.400
O -1.854 -0.083 -0.664
H -2.336 0.651 -0.266
C 2.110 0.280 0.095
O 1.458 -0.428 -0.667
C 1.552 1.070 1.204
H 3.184 0.413 -0.127
H 1.394 0.442 2.090
H 0.633 1.559 0.840
H 2.249 1.894 1.424
Fe -0.196 -1.108 -1.197
```

Spin multiplicity ... 6
LUMO (alpha / beta) ... -9.21 / -14.42 eV
Net charge ... +2
Frontier orbital gap (alpha / beta) ... 11.80 / 6.15 eV
HOMO (alpha / beta) ... -21.01 / -20.57 eV

=====

No. 4
C3H4O3 | wB97M-V/def2-TZVPD

```
10
C3H4O3 (wB97M-V/def2-TZVPD)
C 1.504 -0.160 -0.177
C -0.600 0.757 0.016
C -0.609 -0.820 -0.039
H -0.924 1.070 1.087
H -1.095 1.384 -0.775
H -1.254 -1.066 1.059
H -1.171 -0.975 -1.010
O 2.739 -0.032 0.082
O 0.773 1.002 -0.145
O 0.637 -1.160 -0.098
```

Spin multiplicity ... 1
LUMO ... 0.60 eV
Frontier orbital gap ... 11.43 eV
HOMO ... -10.83 eV

=====

For the records above, the corresponding energy above the lowest of the compared OMol25 structures with the same formula, charge and spin values read 56.41 267.38 90.07 238.60 kJ/mol.